# 1
Density functional theory data (ωB97M-V/def2-TZVPD) for C30H24F5N5PtS4 as an isolated structure.

```
69
Properties=species:S:1:pos:R:3:forces:R:3:nbo_charge:R:1
Pt 0.4923 0.3368 -0.2612 1.2 0.8 0.1 1.0697
S -0.0100 1.3325 -2.3155 0.0 -0.7 -0.5 0.1099
S 1.5278 -0.3801 2.0494 0.0 -0.3 -0.2 0.3133
S 1.3619 3.0619 2.6152 -0.2 0.3 0.0 0.2125
S 2.6197 1.5411 -0.3926 0.0 0.4 0.0 0.3815
F -2.1979 -2.5001 -4.9118 0.0 0.0 0.0 -0.2619
F -0.1275 -1.4531 -3.5719 0.1 0.0 0.0 -0.3043
F -2.7110 2.3858 -2.6292 0.0 0.1 0.0 -0.2813
F -4.7597 1.3270 -4.0038 0.0 0.0 0.0 -0.2582
F -4.4962 -1.1035 -5.1523 0.0 0.0 0.0 -0.2464
N -0.7864 1.7914 0.4190 0.0 0.4 0.5 -0.4961
N 0.3606 -3.0256 -0.4299 0.1 0.1 0.0 -0.4944
N -2.4235 0.3082 1.4150 0.2 0.1 0.0 -0.5010
N 1.5538 -1.1245 -1.3203 0.5 -0.3 0.3 -0.5222
N -0.8161 -1.0281 0.2184 -1.1 -0.3 -0.4 -0.6185
C -0.6414 -2.3899 0.0391 -0.2 0.0 0.2 0.4942
C -3.6219 0.6639 -3.8976 0.0 0.0 0.0 0.2670
C -2.5572 1.1969 -3.1980 0.0 -0.1 0.1 0.3761
C 2.3881 -3.3566 -1.5357 0.0 -0.1 0.0 -0.2198
C 2.9643 3.3775 1.8313 0.0 -0.2 -0.1 -0.5514
C 3.7095 0.4137 0.5149 0.0 -0.1 0.0 -0.5484
C -3.3657 -4.7264 1.2481 0.0 0.0 0.0 -0.1695
C -3.4916 -0.5869 -4.4826 0.0 0.0 0.0 0.3465
C -2.3063 -1.3026 -4.3602 0.0 0.0 0.0 0.2590
C -0.4983 3.0792 0.1030 -0.1 0.0 0.0 0.0744
C -1.8869 1.5507 1.1659 -0.1 -0.1 -0.2 0.3738
C -1.3387 0.5165 -3.0788 -0.3 0.0 0.1 -0.3980
C -1.8244 -3.0612 0.5973 0.1 -0.1 -0.1 -0.1150
C -2.6337 -2.0888 1.1543 -0.1 0.2 0.1 -0.0332
C 1.4320 -2.4485 -1.0549 -0.1 0.0 -0.2 0.3881
C -1.9767 -0.7906 0.9404 0.1 -0.2 0.0 0.4714
C 2.9593 3.1859 0.3156 0.0 -0.1 0.3 -0.5209
C -4.1782 -3.7462 1.8179 0.0 0.0 0.0 -0.1671
C 3.3958 -2.9455 -2.3626 0.1 0.0 -0.1 -0.1094
C -3.8228 -2.4012 1.7822 0.0 0.0 0.0 -0.1735
C 3.4212 -1.6066 -2.7569 0.0 0.0 0.0 -0.2483
C 1.6609 1.8306 3.8929 0.0 -0.1 -0.1 -0.5584
C -2.6318 2.6217 1.6790 -0.1 0.0 0.1 -0.2198
C 2.5017 -0.7489 -2.2261 -0.3 0.0 0.0 0.0285
C 3.2960 -0.0011 1.9190 0.0 0.0 -0.1 -0.5517
C -1.2270 4.1505 0.5326 0.1 0.0 0.0 -0.2431
C 1.0442 0.4728 3.5847 0.0 -0.1 0.1 -0.5232
C -2.1642 -4.3989 0.6270 0.0 0.0 0.0 -0.1420
C -2.3118 3.9180 1.3732 -0.1 0.0 0.0 -0.1036
C -1.2517 -0.7485 -3.6681 0.1 0.1 -0.1 0.4118
H 2.7229 1.7685 4.1251 0.0 0.0 0.0 0.2329
H -0.0440 0.5369 3.5248 0.0 0.0 0.0 0.2541
H 3.7388 2.7710 2.2967 0.0 0.0 0.0 0.2266
H -5.1034 -4.0393 2.2950 0.0 0.0 0.0 0.2405
H 1.2861 -0.2316 4.3829 -0.1 0.0 0.0 0.2582
H 3.9473 3.4127 -0.0919 0.0 0.0 0.0 0.2622
H 4.1214 -3.6525 -2.7419 0.0 0.0 0.0 0.2527
H 3.5239 0.7630 2.6521 0.0 0.0 0.0 0.2372
H 3.7601 -0.4574 -0.1366 0.1 0.0 0.0 0.2601
H 2.2518 -4.3920 -1.2594 0.0 0.0 0.0 0.2627
H 3.8514 -0.8982 2.1931 0.0 0.0 0.0 0.2676
H 3.2238 4.4192 2.0223 0.1 0.0 0.0 0.2639
H -3.4943 2.3647 2.2764 0.0 0.0 0.0 0.2613
H -4.4480 -1.6348 2.2189 0.0 0.0 0.0 0.2447
H 0.3418 3.2346 -0.5488 0.0 0.0 0.0 0.2045
H 2.4759 0.2768 -2.5460 0.0 0.1 0.0 0.2406
H -3.6761 -5.7613 1.2932 0.0 0.0 0.0 0.2406
H 4.7010 0.8707 0.5154 0.0 0.0 0.0 0.2682
H 4.1367 -1.2368 -3.4768 0.0 0.0 0.0 0.2550
H -0.9435 5.1464 0.2247 0.0 0.0 0.0 0.2519
H -1.5269 -5.1523 0.1856 0.0 0.0 0.0 0.2446
H 1.1770 2.2046 4.7960 0.0 0.0 0.0 0.2709
H 2.2535 3.8515 -0.1791 0.0 0.0 0.0 0.2496
H -2.9079 4.7365 1.7532 0.0 0.0 0.0 0.2522
```
Forces are in eV/Å.

Results
* total charge: +2
* frontier orbital gap: 0.236 Eh

***

# 2
Density functional theory data (ωB97M-V/def2-TZVPD) for a 7-piece molecular cluster, H14O7 overall.

```
21
Properties=species:S:1:pos:R:3:forces:R:3:nbo_charge:R:1
O 0.2347 -2.2537 -1.1641 0.2 -0.4 -0.2 -0.9347
O 2.8392 -0.1350 -1.9421 0.5 0.1 -0.2 -0.9444
O 2.6929 -0.2752 1.0242 -0.1 0.0 0.0 -0.9579
O 0.0329 0.2703 0.2049 -0.4 -0.1 0.4 -0.9542
O -3.1783 2.6441 0.3155 0.2 0.2 -0.1 -0.9334
O 0.3690 0.9864 -2.4303 -0.4 0.5 -0.5 -0.9778
O -3.5661 -0.3290 2.1926 0.1 0.3 -0.1 -0.9405
H -2.9454 2.1450 1.0984 0.0 -0.2 0.2 0.4660
H 3.5531 -0.6191 0.7833 0.3 -0.3 0.1 0.4863
H 0.1707 -3.1193 -0.7605 0.0 -0.3 0.0 0.4538
H 0.0509 -1.6422 -0.4509 -0.2 0.5 -0.1 0.4703
H 0.0534 0.9169 -1.5292 -0.1 -0.1 0.1 0.4769
H 3.4345 -0.8812 -2.0124 0.0 -0.3 -0.2 0.4738
H 1.2466 0.6050 -2.4073 0.2 -0.3 -0.1 0.4782
H 0.7956 -0.1599 0.5914 0.7 0.0 0.1 0.4896
H -2.8184 -0.5054 2.7636 0.1 -0.1 0.2 0.4642
H -3.9251 -1.1936 1.9933 -0.2 -0.2 -0.1 0.4769
H -0.6259 0.2601 0.8993 -0.4 0.2 0.1 0.4760
H 2.8377 0.0839 -1.0103 -0.2 0.1 0.3 0.4750
H 2.8829 0.5253 1.5134 0.0 0.3 0.2 0.4884
H -4.1349 2.6762 0.3272 -0.2 0.0 0.0 0.4675
```
Forces are in eV/Å.

Results
* total charge: 0
* SMILES: O.O.O.O.O.O.O
* frontier orbital gap: 0.341 Eh

***

# 3
Density functional theory data (ωB97M-V/def2-TZVPD) for C18H40CoOP2Si as an isolated structure.

```
63
Properties=species:S:1:pos:R:3:forces:R:3:lowdin_spin:R:1
Co 1.7378 1.6339 -0.5662 -4.9 -2.9 3.0 2.0679
P -1.0225 1.8898 1.3644 1.6 0.3 -0.8 0.0245
P -0.4864 -2.6806 -0.8086 0.4 2.6 0.5 0.0005
Si -2.6817 -3.2621 1.1895 0.5 0.5 -0.2 0.0002
O -1.4981 -2.3254 0.3589 0.0 -0.8 -0.1 0.0013
C -1.9800 -4.9832 1.4299 -0.2 0.0 0.1 0.0001
C 0.8795 -3.6228 -0.1335 -0.1 -0.6 -0.1 0.0002
C 1.8219 3.9687 -1.9904 0.3 0.1 -0.6 0.0394
C -1.8975 3.1813 0.4183 -0.4 0.0 -0.1 0.0024
C 0.2669 0.1358 -0.4841 -1.0 -0.7 -0.2 0.0643
C 2.7260 2.9763 0.2292 1.1 1.8 1.0 0.1147
C -1.3855 -3.5520 -2.0844 0.0 -0.6 -0.2 0.0000
C 3.2286 0.8396 -1.3366 1.0 -0.6 -1.5 0.1297
C 2.3775 1.5179 -2.2893 1.0 -0.8 -2.4 0.1681
C -2.9672 -2.4521 2.8396 -0.1 -0.1 0.0 0.0001
C -0.1157 2.7714 2.6670 -0.4 0.1 0.9 0.0017
C 0.1966 -1.0829 -1.4290 0.3 0.0 -0.6 0.0023
C 1.6583 3.5281 -0.5642 0.2 1.2 0.4 0.1307
C 4.1608 2.8867 -0.2420 0.9 0.0 0.1 0.0188
C 2.6155 2.9053 -2.8147 -0.2 0.8 -0.4 0.0296
C -4.1966 -3.1971 0.1089 -0.1 -0.1 0.1 0.0001
C 4.4733 1.4719 -0.7999 0.6 0.5 0.3 0.0331
C -2.3018 0.9030 2.1669 -0.6 0.4 0.6 0.0091
H 0.1283 3.7879 2.3406 0.0 -0.2 0.1 0.0003
H -2.8474 0.3488 1.3890 0.1 0.2 0.2 0.0003
H -1.8316 2.9053 -0.6515 -0.1 0.2 0.4 0.0010
H 0.8122 4.0909 -2.4232 0.4 -0.1 0.1 0.0021
H -2.9505 3.2361 0.7147 0.0 0.3 -0.1 0.0001
H -1.7020 -5.4958 0.4986 -0.1 0.1 0.2 0.0000
H 4.4165 3.6653 -0.9802 -0.2 -0.2 0.2 0.0020
H -2.7642 -5.5735 1.9275 0.2 0.0 -0.1 0.0000
H -4.5718 -2.1646 0.0458 0.1 -0.3 0.0 0.0000
H -2.9923 1.5357 2.7468 -0.1 -0.4 0.0 0.0019
H -2.0479 -2.4606 3.4414 -0.2 0.1 -0.1 0.0000
H -1.8673 -4.4570 -1.6840 0.2 0.2 -0.2 0.0001
H 1.6795 -3.6761 -0.8863 -0.2 0.0 0.2 0.0001
H -1.1095 -4.9578 2.1018 -0.2 0.0 -0.2 0.0000
H -4.0184 -3.5662 -0.9098 -0.1 0.1 0.3 0.0000
H 5.2797 1.5154 -1.5445 0.1 0.0 -0.1 0.0094
H 3.2743 -0.2529 -1.4104 -0.2 0.1 0.0 0.0180
H -0.6989 2.7983 3.5978 0.3 0.3 0.1 -0.0003
H -1.8009 0.1853 2.8295 -0.2 0.2 -0.1 0.0001
H 1.2645 -3.1325 0.7725 -0.2 0.0 -0.4 0.0002
H 3.6836 3.1499 -2.8525 -0.2 0.0 0.0 0.0041
H 0.8796 4.0621 -0.0088 0.0 -0.3 -0.1 0.0200
H 4.8195 3.0658 0.6191 0.0 0.1 -0.2 0.0018
H 0.8171 2.2189 2.8388 -0.2 0.2 0.0 0.0021
H -0.6714 -3.8463 -2.8671 -0.3 0.1 0.1 0.0000
H 4.8596 0.8527 0.0230 -0.1 0.1 -0.1 0.0020
H 1.7563 0.8951 -2.9526 0.3 0.1 0.3 0.0197
H 2.2373 2.9597 -3.8427 0.3 0.0 0.0 0.0032
H 0.2967 -0.1794 0.5707 -0.2 0.0 -0.4 0.0165
H -3.7258 -3.0370 3.3800 0.1 0.1 -0.1 0.0000
H -4.9752 -3.8193 0.5741 0.0 0.2 -0.2 0.0000
H -2.1563 -2.8914 -2.5125 0.4 -0.2 0.2 0.0000
H 0.5472 -4.6382 0.1174 0.2 0.2 0.0 0.0000
H 1.2197 -1.2728 -1.7983 -0.2 -0.6 -0.1 0.0000
H -0.4022 -0.8322 -2.3254 0.2 -0.1 0.3 0.0003
H 2.3052 4.9552 -2.0763 0.0 0.0 0.0 0.0119
H -1.4015 4.1511 0.5552 -0.2 -0.2 -0.1 0.0004
H 2.6155 3.0697 1.3157 0.0 0.1 -0.3 0.0270
H -0.6394 0.7708 -0.6543 0.5 -1.0 0.2 0.0165
H -3.3273 -1.4179 2.7506 0.1 -0.4 0.0 0.0001
```
Forces are in eV/Å.

Results
* total charge: 0
* ⟨S²⟩: 3.76
* frontier orbital gap (alpha / beta): 0.140 / 0.223 Eh
* multiplicity: 4

***

# 4
Density functional theory data (ωB97M-V/def2-TZVPD) for an isolated ion of composition C4H8O3P and charge -1.

```
16
Properties=species:S:1:pos:R:3:forces:R:3:nbo_charge:R:1
P -2.7473 -0.1177 0.1974 -0.1 -0.5 -0.2 1.9197
O -3.6167 1.0320 0.5052 0.1 1.6 0.8 -1.1380
O -1.2563 0.3734 -0.4059 -1.4 2.2 1.0 -0.8250
O -3.2980 -1.0819 -0.7814 0.1 -1.6 -0.7 -1.1556
C -0.3328 -0.5322 -0.7422 1.8 -1.3 -1.5 -0.0415
C 1.0912 -0.2360 -0.1624 -2.3 1.1 1.2 -0.3205
C 1.0768 -0.7867 1.2372 1.5 -0.3 0.2 -0.3086
C 1.3849 1.3137 -0.1334 1.0 -1.9 1.3 -0.6278
H 1.7319 -0.7433 -0.7995 1.6 -1.1 -1.0 0.1886
H 1.8824 -1.4967 1.5999 -1.2 0.9 -0.5 0.1629
H -0.2725 -0.6724 -1.8325 0.2 0.6 -0.3 0.1482
H -0.6131 -1.5268 -0.4688 -0.2 -0.9 0.7 0.1766
H 1.8492 1.6783 -1.0676 -0.9 0.1 0.2 0.2027
H 0.4855 -0.2487 1.9766 0.1 -0.3 -0.1 0.1727
H 0.4090 1.6959 0.2429 1.1 0.7 -0.6 0.2549
H 2.2257 1.3488 0.6344 -1.2 0.7 -0.7 0.1908
```
Forces are in eV/Å.

Results
* total charge: -1
* frontier orbital gap (alpha / beta): 0.314 / 0.227 Eh

***

# 5
Density functional theory data (ωB97M-V/def2-TZVPD) for H2NaO as an isolated structure.

```
4
Properties=species:S:1:pos:R:3:forces:R:3:nbo_charge:R:1
Na -0.5679 1.8864 -0.1886 0.1 -0.3 -0.2 0.9939
O 0.0643 -0.5462 -0.3093 0.1 0.9 1.3 -0.9805
H 0.9911 -0.5908 0.0183 -0.8 -0.3 -0.3 0.4998
H -0.4876 -0.7494 0.4796 0.6 -0.4 -0.7 0.4869
```
Forces are in eV/Å.

Results
* total charge: +1
* frontier orbital gap: 0.444 Eh